1.
{"formula": "C11H27BN3O2PtSSe2", "method": "wB97M-V/def2-TZVPD", "elements": ["Pt", "C", "Se", "C", "C", "Se", "C", "H", "H", "H", "H", "H", "H", "H", "H", "H", "H", "N", "N", "C", "N", "S", "H", "H", "H", "H", "H", "C", "C", "C", "O", "B", "O", "C", "C", "C", "H", "H", "H", "H", "H", "H", "H", "H", "H", "H", "H", "H"], "coordinates": [[0.192, -1.343, -0.497], [0.922, -0.856, 2.892], [-0.084, -2.059, 1.751], [1.147, -3.581, 1.810], [2.610, -3.282, 1.549], [3.012, -2.484, -0.197], [4.084, -0.987, 0.431], [1.017, -1.322, 3.870], [0.335, 0.054, 2.950], [1.894, -0.645, 2.459], [0.740, -4.277, 1.076], [1.029, -4.034, 2.796], [3.166, -4.217, 1.608], [3.021, -2.613, 2.304], [4.896, -1.344, 1.058], [3.466, -0.267, 0.961], [4.504, -0.510, -0.453], [0.288, -0.607, -2.475], [-0.130, -1.499, -3.479], [-0.262, -2.825, -3.258], [-0.564, -3.556, -4.338], [-0.081, -3.547, -1.754], [-0.318, 0.218, -2.449], [1.243, -0.308, -2.663], [-0.193, -1.124, -4.413], [-0.711, -3.158, -5.249], [-0.718, -4.542, -4.217], [-3.235, 1.633, 0.946], [-1.788, 2.100, 1.016], [-1.589, 3.062, 2.168], [-0.974, 0.913, 1.249], [-0.572, 0.433, 0.027], [-0.843, 1.352, -0.988], [-1.244, 2.603, -0.352], [0.014, 3.450, -0.214], [-2.267, 3.298, -1.225], [-3.480, 1.105, 1.868], [-3.392, 0.952, 0.109], [-3.917, 2.477, 0.845], [-2.003, 2.631, 3.080], [-2.112, 4.000, 1.973], [-0.536, 3.278, 2.337], [0.748, 2.962, 0.428], [-0.216, 4.431, 0.200], [0.456, 3.594, -1.200], [-3.095, 2.637, -1.475], [-1.799, 3.632, -2.150], [-2.664, 4.176, -0.714]], "max_force_ev_per_a": 0.26, "charge": 1, "e_tot_ev": -165859.563, "homo_ev": -10.501, "lumo_ev": -2.56, "de_lowest_kj_mol": 0.00, "gap_ha": 0.29187, "multiplicity": 1}


2.
{"formula": "C5H4N2", "method": "wB97M-V/def2-TZVPD", "elements": ["C", "C", "C", "N", "C", "C", "N", "H", "H", "H", "H"], "coordinates": [[2.400, -0.164, -0.487], [1.368, 0.198, 0.230], [0.109, -0.062, 0.345], [-0.801, -1.016, 0.788], [-1.226, -0.003, -0.227], [-2.092, 1.094, 0.121], [-2.768, 1.992, 0.395], [3.434, 0.126, -0.416], [2.104, -0.883, -1.247], [-1.166, -0.862, 1.724], [-1.363, -0.421, -1.224]], "smiles": "C=C=C1N[C@H]1C#N", "max_force_ev_per_a": 1.15, "e_tot_ev": -8225.412, "homo_ev": -9.387, "lumo_ev": 0.62, "de_lowest_kj_mol": 393.81, "gap_ha": 0.36778, "multiplicity": 1}


3.
{"formula": "C4H9OS", "method": "wB97M-V/def2-TZVPD", "elements": ["O", "C", "C", "C", "H", "H", "H", "H", "H", "H", "C", "S", "H", "H", "H"], "coordinates": [[-1.141, 0.914, 2.067], [-0.948, 0.181, 1.137], [-2.010, -0.160, 0.097], [-1.507, -0.275, -1.337], [-0.048, -0.477, 1.112], [-2.723, 0.659, 0.192], [-2.414, -1.109, 0.452], [-1.413, 0.698, -1.814], [-2.225, -0.844, -1.929], [-0.548, -0.783, -1.415], [3.082, 0.180, 0.344], [1.584, 0.912, -0.300], [3.480, 0.748, 1.184], [2.987, -0.861, 0.650], [3.843, 0.216, -0.440]], "max_force_ev_per_a": 1.33, "e_tot_ev": -17174.674, "s_squared": 0.7533, "homo_ev": [-9.261, -8.935], "lumo_ev": [0.80, -1.96], "de_lowest_kj_mol": 17.57, "gap_ha": [0.36989, 0.25631], "multiplicity": 2}


4.
{"formula": "C6H16IOP", "method": "wB97M-V/def2-TZVPD", "elements": ["C", "C", "O", "C", "P", "C", "C", "C", "I", "H", "H", "H", "H", "H", "H", "H", "H", "H", "H", "H", "H", "H", "H", "H", "H"], "coordinates": [[-2.390, -2.392, -0.388], [-1.732, -1.805, -1.690], [-0.365, -2.194, -1.684], [0.535, -1.091, -1.740], [0.878, -0.296, -0.036], [1.143, 0.576, 1.675], [1.667, 2.048, 1.535], [0.539, 3.061, 1.194], [0.198, 3.377, -0.920], [-2.526, -1.627, 0.386], [-1.737, -3.208, -0.039], [-3.368, -2.856, -0.600], [-1.816, -0.707, -1.589], [-2.278, -2.133, -2.586], [0.110, -0.295, -2.388], [1.485, -1.419, -2.209], [1.719, -1.395, 0.356], [-0.540, -0.257, 0.229], [1.569, 0.782, -0.701], [0.155, 0.670, 2.173], [1.770, -0.027, 2.355], [2.034, 2.335, 2.540], [2.535, 2.095, 0.858], [0.810, 4.039, 1.614], [-0.397, 2.717, 1.655]], "smiles": "CCOC[PH3]CCCI", "max_force_ev_per_a": 1.96, "e_tot_ev": -25914.958, "homo_ev": -7.863, "lumo_ev": 0.44, "gap_ha": 0.30525, "multiplicity": 1}